# 1
{
  "formula": "C14H33N10O3S2V",
  "method": "the ωB97M-V functional and the def2-TZVPD basis",
  "relative_energy_kj_mol": 0.00,
  "orbital_gap_ev": [7.84, 8.64],
  "s_squared": 3.76,
  "total_charge": 1,
  "e_tot_ha": -3066.85404,
  "homo_energy_ev": [-9.77, -10.57],
  "spin_multiplicity": 4,
  "species": ["V", "N", "C", "C", "C", "O", "O", "H", "H", "H", "H", "H", "H", "C", "C", "N", "N", "C", "S", "N", "N", "H", "H", "H", "H", "H", "H", "C", "N", "C", "C", "N", "N", "C", "N", "N", "H", "H", "H", "H", "H", "H", "H", "H", "H", "H", "H", "C", "C", "S", "O", "C", "C", "H", "H", "H", "H", "H", "H", "H", "H", "H", "H"],
  "coordinates": [[0.84596, -0.29373, 0.68740], [-0.04253, 0.30106, 2.66472], [0.76063, 1.29003, 3.41664], [1.15321, 2.42783, 2.47624], [1.61374, 1.76565, 1.19484], [2.55843, 0.91281, 1.28881], [0.92368, 1.86002, 0.15201], [-0.91323, 0.73320, 2.34736], [-0.29623, -0.47687, 3.26255], [1.66237, 0.78403, 3.75953], [0.22053, 1.67460, 4.28468], [1.94778, 3.02795, 2.91944], [0.29703, 3.06720, 2.25877], [6.51091, 0.23449, -2.07620], [5.09741, 0.08546, -2.49059], [4.63577, 0.30877, -3.68182], [3.30901, 0.05049, -3.58046], [2.92824, -0.34705, -2.35695], [1.37084, -0.77142, -1.87246], [4.08633, -0.31402, -1.65277], [4.20886, -0.74119, -0.32165], [7.08879, 0.54812, -2.94115], [6.92131, -0.70767, -1.70929], [6.61554, 0.98930, -1.29487], [2.69845, 0.16430, -4.37050], [3.62679, -0.11596, 0.25149], [5.17454, -0.57693, -0.05702], [-3.54501, -2.06461, -0.58950], [-2.46231, -3.00184, -0.35900], [-2.87754, -4.36005, -0.03942], [-1.23701, -2.49517, -0.03866], [-1.00145, -1.26545, 0.22569], [-0.20883, -3.43570, -0.09789], [1.07793, -3.32596, 0.38534], [1.85976, -4.40604, 0.09320], [1.47253, -2.32735, 1.09049], [-4.34711, -2.58463, -1.10949], [-3.20308, -1.24664, -1.22351], [-3.94192, -1.64784, 0.34288], [-3.24990, -4.86857, -0.93023], [-3.67562, -4.33721, 0.70687], [-2.05549, -4.93101, 0.38301], [-1.82411, -0.67806, 0.34337], [-0.36760, -4.17978, -0.75597], [1.56195, -5.07349, -0.59623], [2.85447, -4.27815, 0.16461], [2.43318, -2.44950, 1.39038], [-2.63948, 4.31241, 0.83301], [-1.77955, 3.67578, -0.24414], [-2.15085, 1.94856, -0.59645], [-2.27699, 1.25709, 0.74196], [-3.85672, 2.09396, -1.23037], [-4.94010, 2.07393, -0.16224], [-2.13229, 5.18672, 1.23962], [-2.81422, 3.61016, 1.64876], [-3.60260, 4.63941, 0.44519], [-0.72449, 3.64734, 0.02650], [-1.85552, 4.18329, -1.20846], [-3.96704, 1.25689, -1.92067], [-3.87982, 3.00234, -1.83473], [-4.62821, 1.46222, 0.68443], [-5.85591, 1.65562, -0.57671], [-5.16321, 3.07089, 0.20965]],
  "forces_ev_per_angstrom": [[-0.050, -0.661, -0.595], [-0.042, 0.156, -0.206], [0.033, -0.059, 0.090], [0.059, 0.156, -0.054], [0.075, 0.346, 0.180], [0.114, -0.153, 0.154], [-0.292, 0.092, 0.077], [-0.034, -0.028, 0.000], [0.031, -0.049, -0.021], [-0.022, 0.031, 0.027], [0.033, 0.011, -0.017], [-0.006, -0.022, 0.020], [0.031, 0.014, 0.008], [0.056, 0.008, 0.012], [0.078, 0.074, -0.098], [0.124, 0.011, -0.019], [-0.075, -0.062, 0.151], [0.003, 0.037, 0.030], [-0.074, -0.093, 0.127], [-0.159, -0.040, 0.011], [0.026, 0.020, -0.010], [0.004, 0.005, 0.006], [-0.008, -0.005, 0.000], [-0.010, -0.006, 0.004], [-0.010, 0.014, -0.014], [0.065, 0.047, -0.066], [-0.002, -0.054, -0.003], [-0.030, 0.072, -0.008], [0.099, 0.063, -0.062], [0.005, -0.062, 0.046], [-0.165, -0.058, 0.030], [0.220, 0.103, 0.084], [0.011, -0.020, -0.157], [0.058, -0.072, 0.029], [-0.042, 0.047, 0.071], [-0.085, 0.206, 0.086], [-0.001, -0.005, 0.016], [0.007, -0.008, 0.002], [-0.005, -0.010, -0.008], [0.000, -0.003, 0.020], [0.003, -0.010, -0.017], [-0.010, -0.001, -0.009], [0.000, 0.021, 0.026], [-0.018, -0.021, 0.024], [0.003, -0.007, -0.010], [0.012, 0.002, -0.015], [0.010, 0.010, 0.003], [-0.012, 0.011, 0.027], [-0.012, 0.032, -0.078], [-0.043, 0.004, 0.030], [0.008, -0.109, 0.062], [-0.023, 0.128, -0.060], [0.013, 0.010, 0.025], [-0.008, 0.013, -0.002], [0.016, 0.006, 0.011], [0.001, -0.011, 0.001], [0.005, -0.047, 0.017], [0.028, 0.028, 0.008], [0.038, -0.051, 0.047], [0.002, -0.020, -0.036], [-0.014, -0.031, -0.020], [-0.024, 0.011, 0.007], [0.003, -0.010, 0.016]]
}

---

# 2
{
  "formula": "C14H33N2O7S2",
  "method": "the ωB97M-V functional and the def2-TZVPD basis",
  "relative_energy_kj_mol": 0.00,
  "orbital_gap_ev": 10.52,
  "total_charge": 1,
  "e_tot_ha": -1985.32541,
  "homo_energy_ev": -12.92,
  "species": ["C", "C", "O", "N", "H", "H", "C", "H", "H", "H", "H", "H", "H", "C", "C", "O", "N", "H", "H", "C", "H", "H", "H", "H", "H", "H", "O", "H", "C", "C", "C", "S", "O", "O", "C", "H", "H", "H", "H", "H", "H", "H", "H", "C", "C", "C", "S", "O", "O", "C", "H", "H", "H", "H", "H", "H", "H", "H"],
  "coordinates": [[30.97700, 19.52800, 24.11700], [31.33500, 18.12200, 24.74600], [32.19500, 17.44200, 24.23400], [30.73800, 17.66500, 26.09300], [31.02400, 18.27000, 26.86600], [29.71700, 17.84500, 26.19800], [30.91200, 16.22600, 26.52300], [31.88300, 20.13800, 24.20600], [30.18600, 20.05200, 24.65100], [30.44300, 19.20000, 23.24600], [30.15000, 15.88600, 27.18600], [32.00800, 16.10900, 26.88000], [30.77400, 15.70800, 25.55700], [25.02500, 18.51500, 26.40000], [25.31800, 17.04700, 26.66800], [24.61600, 16.46300, 27.42300], [26.36700, 16.36000, 25.78600], [25.97400, 16.44200, 24.94400], [27.16100, 17.26500, 25.75400], [26.74900, 15.02400, 26.16700], [23.93300, 18.83400, 26.83000], [25.22700, 18.90700, 25.46700], [25.80500, 19.09000, 26.88900], [27.28900, 15.00700, 27.10800], [27.55400, 14.53200, 25.46300], [25.89500, 14.30800, 26.17900], [28.22300, 18.27400, 25.95600], [27.95400, 19.07500, 26.30000], [30.93200, 23.29000, 27.68300], [29.45000, 23.01000, 27.35600], [29.20200, 21.62700, 27.65600], [30.49300, 20.83400, 28.38400], [31.11600, 19.99200, 27.40300], [29.95600, 20.19400, 29.52600], [31.42900, 22.30800, 28.86600], [31.03700, 24.40400, 27.82100], [31.61800, 23.11000, 26.75600], [28.96700, 23.44600, 26.47000], [28.83700, 23.84600, 28.02500], [28.91300, 21.32600, 26.63700], [28.40200, 21.29300, 28.47700], [32.53900, 22.12500, 28.65200], [30.88300, 22.77600, 29.75400], [25.15200, 21.32200, 21.67100], [25.60900, 19.98500, 22.33500], [26.64000, 20.36000, 23.25400], [26.16100, 21.88400, 24.02400], [27.29300, 22.65500, 24.26000], [25.18000, 21.55100, 25.06800], [25.16300, 22.49500, 22.66200], [24.19500, 21.50100, 21.17500], [25.70300, 21.59200, 20.74200], [25.78100, 19.11200, 21.65200], [24.87000, 19.45800, 22.93200], [27.71800, 20.49300, 22.95300], [26.58900, 19.57600, 24.19300], [25.69900, 23.19400, 22.35700], [24.12500, 22.68900, 22.95000]],
  "forces_ev_per_angstrom": [[-0.911, -1.685, 2.672], [1.843, 0.233, -0.207], [-1.987, 0.688, 1.198], [0.281, -0.768, 0.708], [0.736, 0.676, -0.218], [-1.464, 0.706, -1.120], [2.914, 0.404, -2.327], [-0.214, -0.329, -1.096], [0.100, -0.141, 0.558], [0.772, 0.482, -1.353], [-0.338, 0.300, 0.783], [-2.130, -0.163, -0.436], [0.388, -0.364, 0.670], [-1.504, 0.093, 2.747], [-1.949, 0.804, -0.459], [1.006, -1.076, 0.177], [1.383, 2.518, 4.452], [-1.914, -0.171, -4.570], [1.167, -0.212, 0.663], [1.723, -2.775, -1.066], [2.955, -1.002, -1.184], [-0.280, 0.217, -2.568], [-0.071, 0.123, 0.959], [-0.485, 0.312, 0.347], [-1.707, 1.390, 0.789], [0.517, 0.815, 0.189], [-0.105, -3.738, -1.466], [-0.915, 2.578, 1.193], [1.822, 0.672, -2.290], [-1.183, 6.108, 2.868], [-5.089, -1.506, -0.200], [0.952, 0.217, 0.826], [1.521, -0.283, -0.776], [-0.006, -1.028, 1.677], [-0.841, 1.689, -2.443], [0.265, -1.319, 0.567], [-1.201, 0.000, 1.437], [1.113, -0.904, -0.636], [1.340, -2.460, -0.518], [0.156, -1.493, 0.645], [0.975, 1.324, -2.204], [-1.564, 0.392, 1.481], [1.710, -1.259, -0.442], [-0.483, 0.814, -1.956], [-2.449, -1.089, -2.464], [3.216, -2.028, 4.213], [-5.313, -2.446, 0.194], [3.005, 2.160, 1.032], [1.439, 0.249, -0.368], [-3.450, -6.777, 2.749], [-0.639, -1.513, 0.450], [0.861, -0.445, 0.963], [0.691, 1.283, -0.026], [-0.957, 0.777, 0.190], [-1.196, -0.281, -0.117], [0.864, 1.980, -2.225], [3.971, 6.811, -3.066], [0.661, 0.437, 0.403]]
}

---

# 3
{
  "formula": "C14H33N7O3P",
  "method": "the ωB97M-V functional and the def2-TZVPD basis",
  "orbital_gap_ev": 6.47,
  "total_charge": 1,
  "e_tot_ha": -1503.04277,
  "homo_energy_ev": -10.56,
  "species": ["N", "C", "N", "N", "C", "C", "C", "C", "C", "N", "C", "C", "N", "N", "P", "O", "H", "H", "H", "H", "H", "H", "H", "H", "H", "H", "H", "H", "H", "H", "H", "H", "H", "H", "C", "O", "C", "C", "N", "C", "C", "O", "C", "H", "H", "H", "H", "H", "H", "H", "H", "H", "H", "H", "H", "H", "H", "H"],
  "coordinates": [[-5.22306, -3.13638, -1.05770], [-5.41851, -2.92885, 0.31379], [-6.78473, -2.42590, 0.72626], [-4.23438, -3.17835, 1.22159], [-4.63658, -3.66491, 2.59685], [-5.07382, -2.43576, 3.63507], [-3.93498, -1.24997, 3.71295], [-4.23602, 0.03937, 2.72810], [-2.79693, 0.40934, 1.99997], [-2.00317, -0.57737, 1.17236], [-0.73096, -0.03112, 0.54876], [-0.79777, 1.49834, 1.14089], [0.34988, 2.39056, 0.72116], [-2.01636, 1.73423, 2.00557], [-2.43316, 3.24797, 2.85069], [-1.27440, 4.35943, 2.77868], [-4.24400, -3.45447, -1.24062], [-7.20472, -2.02487, -0.16532], [-6.63263, -1.56100, 1.32465], [-3.56230, -3.87985, 0.78675], [-3.65307, -4.13199, 3.08302], [-5.42456, -4.53959, 2.58499], [-5.09414, -2.93774, 4.71539], [-6.15114, -2.04260, 3.39875], [-2.86103, -1.68082, 3.50405], [-3.93067, -0.85422, 4.82834], [-4.54747, 0.93168, 3.45449], [-5.03913, -0.17399, 1.89678], [-2.15039, -1.58335, 0.93288], [0.03971, -0.58181, -0.13835], [1.15570, 1.71732, 0.55015], [0.57688, 2.96728, 1.56275], [-2.61413, 2.99189, 4.28599], [-3.63930, 3.89265, 2.38451], [5.32080, -1.48008, -4.14563], [6.17200, -0.39732, -3.79358], [5.95365, 0.76713, -4.59999], [5.37260, 1.90423, -3.74535], [3.99397, 1.61093, -3.34517], [3.46681, 2.54482, -2.34195], [4.12982, 2.52569, -0.94920], [3.91596, 1.31119, -0.22711], [4.87059, 0.29152, -0.49460], [5.62468, -2.35535, -3.56501], [4.28088, -1.24978, -3.89955], [5.41185, -1.71917, -5.20919], [5.32188, 0.55670, -5.47158], [6.93556, 1.07885, -4.97259], [5.39163, 2.83468, -4.32275], [6.01646, 2.02709, -2.86917], [3.95210, 0.67030, -2.95865], [2.40683, 2.29745, -2.21330], [3.50469, 3.56277, -2.74635], [3.65043, 3.31352, -0.35568], [5.19369, 2.78368, -0.98403], [5.85824, 0.69552, -0.73450], [4.51551, -0.35058, -1.30106], [4.96071, -0.32894, 0.40178]],
  "forces_ev_per_angstrom": [[-0.575, 1.042, 5.678], [1.565, -0.766, -5.639], [3.066, 1.240, -0.593], [-2.445, -0.524, 0.203], [0.883, -0.261, 1.813], [0.551, -0.973, 0.275], [-0.415, -0.238, 0.573], [1.534, 0.199, 0.398], [2.640, -1.144, -2.261], [1.285, 4.284, 0.468], [-4.024, 4.857, 4.322], [1.710, -3.720, -2.283], [-2.076, -2.188, 2.694], [0.769, -4.848, -2.639], [4.400, 5.254, 1.043], [-3.738, -4.566, -0.298], [-1.010, 0.100, 0.434], [0.778, -1.075, 1.220], [-0.310, -1.567, -0.670], [-1.693, 1.180, 0.461], [-2.068, 0.999, -1.071], [1.330, 1.937, -0.049], [-0.151, 1.085, -2.392], [2.132, -0.612, 0.489], [-2.246, 0.744, 0.349], [0.061, -0.739, -2.387], [0.607, -1.737, -2.035], [1.732, 0.541, 1.680], [-1.127, 1.209, 0.949], [-1.878, 1.208, 1.634], [-1.194, 1.193, 0.235], [-0.100, -0.138, -1.064], [-0.229, -0.678, -1.496], [0.420, -1.315, -0.082], [0.309, 0.048, 0.237], [-0.446, -0.041, -0.361], [0.308, 0.444, 0.462], [-0.172, -0.637, -0.247], [0.091, 0.187, 0.208], [0.107, -0.482, 0.069], [-0.514, 0.321, -0.107], [0.173, 0.306, -0.180], [-0.217, -0.212, 0.291], [0.052, 0.177, -0.051], [-0.145, -0.063, -0.167], [-0.107, -0.005, 0.027], [-0.055, -0.055, 0.235], [-0.100, 0.009, 0.014], [-0.046, -0.060, 0.055], [0.262, 0.069, -0.077], [0.060, 0.232, -0.158], [0.050, 0.104, 0.079], [0.090, -0.084, 0.050], [0.031, -0.092, -0.020], [0.000, -0.219, -0.048], [-0.131, 0.005, -0.080], [0.237, -0.072, -0.145], [-0.019, 0.138, -0.045]]
}